57
Properties=species:S:1:pos:R:3:forces:R:3 method="wB97M-V/def2-TZVPD" lumo_energy_ev="-10.05 / -13.37" homo_lumo_gap_ha="0.269 / 0.150" relative_energy_kj_mol=0.0 e_homo_ha="-0.6389 / -0.6410" spin_multiplicity=5 s2=6.035 total_energy_ha=-2789.779615 total_charge=+3
Ru 1.2527 0.4934 -0.1127 -0.06 -0.22 0.58
O 3.2136 0.1936 -0.2038 0.05 0.06 -0.01
C 4.0410 0.2159 0.7475 -0.03 0.00 -0.19
C 3.7218 0.3035 2.1179 0.07 -0.02 0.05
C 4.7897 0.3348 3.0388 -0.05 0.00 -0.04
C 4.5036 0.3841 4.3727 -0.03 0.06 0.03
C 3.1940 0.3867 4.8460 -0.03 0.00 -0.01
C 2.1354 0.3440 3.9555 -0.02 0.02 0.08
C 2.3859 0.3102 2.5911 -0.14 0.02 -0.15
O 1.3232 0.2733 1.7657 0.17 0.01 -0.11
N 5.6219 0.4297 5.3436 0.21 -0.21 0.18
O 6.7392 0.4105 4.8793 -0.15 0.08 -0.02
O 5.3210 0.4539 6.5136 -0.04 0.07 -0.15
H 5.0898 0.1383 0.4562 0.01 0.01 0.00
H 5.8223 0.3243 2.7121 0.00 0.00 -0.01
H 3.0271 0.4228 5.9149 0.00 0.00 0.00
H 1.1115 0.3513 4.3019 0.01 0.00 0.02
Cl 1.9908 3.0521 -0.3000 0.17 0.04 -0.07
C 1.1815 4.6590 0.0464 -0.14 -0.02 0.04
Cl -0.5508 4.5784 -0.0640 0.01 -0.03 0.01
H 1.5872 5.3273 -0.7038 0.01 0.00 -0.01
H 1.4813 4.9180 1.0541 0.04 -0.01 0.00
O -0.7731 0.6892 -0.0389 -0.23 -0.07 -0.22
P -1.6064 -0.2173 -0.9786 0.23 0.16 0.18
C -2.6127 -1.3622 0.0168 0.05 -0.12 0.14
C -1.9995 -2.2573 0.9031 -0.11 -0.09 0.10
C -2.7670 -3.1267 1.7684 0.16 0.13 -0.14
C -4.1380 -3.0758 1.7697 -0.05 0.05 -0.06
C -4.7622 -2.1736 0.9126 0.11 0.11 -0.13
C -3.9892 -1.2969 0.0433 -0.17 -0.07 0.17
C -0.3439 -1.1458 -1.8546 0.03 -0.09 0.01
C -0.3474 -2.5020 -2.1133 0.04 -0.04 0.00
C 0.7388 -3.0818 -2.7783 -0.02 0.00 0.02
C 1.8311 -2.3191 -3.1636 0.01 0.00 0.01
C 1.8458 -0.9522 -2.9147 0.01 -0.02 0.04
C 0.7687 -0.3583 -2.2539 0.02 0.07 -0.21
C -2.6303 0.6857 -2.0750 -0.09 0.15 -0.11
C -2.4616 2.0725 -2.1235 -0.14 0.01 0.05
C -3.1923 2.8116 -3.0408 -0.02 0.02 -0.03
C -4.0773 2.1765 -3.9014 0.04 0.01 0.03
C -4.2319 0.7926 -3.8658 -0.01 0.00 -0.01
C -3.5079 0.0408 -2.9611 0.12 -0.06 -0.01
H -0.9179 -2.3001 0.9744 0.00 -0.03 0.00
H -2.2393 -3.8186 2.4132 0.03 0.02 -0.01
H -4.7224 -3.7217 2.4111 -0.01 0.00 0.00
H -5.8440 -2.1132 0.8742 0.01 0.03 -0.01
H -4.5239 -0.5735 -0.5608 -0.03 -0.02 -0.03
H -1.1850 -3.1244 -1.8222 0.00 0.00 -0.01
H 0.7238 -4.1421 -2.9956 0.00 0.00 0.00
H 2.6610 -2.7837 -3.6785 0.00 0.00 0.00
H 2.6774 -0.3435 -3.2459 -0.01 0.00 -0.01
H 0.6640 0.7373 -2.3300 -0.02 0.00 -0.03
H -1.7892 2.5687 -1.4375 0.04 -0.02 0.01
H -3.0727 3.8857 -3.0836 -0.01 0.00 0.01
H -4.6474 2.7600 -4.6118 0.00 0.00 -0.01
H -4.9095 0.3049 -4.5533 0.00 0.00 0.00
H -3.6023 -1.0403 -2.9774 -0.01 -0.01 0.05